No. 1
The following is a DFT calculation (ωB97M-V/def2-TZVPD) of a 10-piece molecular cluster, C15H49NO10 overall at a distorted geometry.

Last column: Löwdin charge in e.
CARTESIAN COORDINATES (ANGSTROEM)
1 C 10.242 17.254 -2.516  -0.05
2 C 10.329 16.613 -3.935  -0.51
3 C 11.150 17.554 -4.793  -0.03
4 C 10.964 15.258 -3.626  -0.15
5 C 10.957 14.418 -4.884  -0.17
6 C 9.478 14.165 -5.220  -0.15
7 C 8.638 15.429 -5.503  -0.46
8 C 9.065 16.003 -6.923  0.00
9 C 7.210 14.867 -5.535  -0.03
10 N 8.948 16.375 -4.424  -0.09
11 O 8.263 17.594 -4.560  -0.02
12 H 11.205 17.473 -2.047  0.08
13 H 9.628 16.673 -1.827  0.08
14 H 9.811 18.260 -2.446  0.08
15 H 12.164 17.657 -4.409  0.09
16 H 10.735 18.553 -4.940  0.08
17 H 11.142 17.183 -5.823  0.06
18 H 11.998 15.522 -3.391  0.12
19 H 10.407 14.821 -2.802  0.12
20 H 11.524 13.504 -4.701  0.11
21 H 11.361 14.981 -5.728  0.10
22 H 9.145 13.587 -4.353  0.10
23 H 9.385 13.492 -6.077  0.11
24 H 9.839 15.339 -7.311  0.08
25 H 8.260 15.796 -7.635  0.06
26 H 9.315 17.057 -6.986  0.07
27 H 6.992 14.330 -4.611  0.08
28 H 6.458 15.643 -5.683  0.09
29 H 7.115 14.113 -6.318  0.06
30 H 8.449 17.959 -5.441  0.08
31 C 12.653 7.558 -7.739  -0.12
32 O 11.251 7.925 -7.797  -0.15
33 H 12.727 6.472 -7.795  0.07
34 H 13.115 8.097 -8.561  0.08
35 H 13.036 7.774 -6.739  0.07
36 H 11.248 8.775 -8.248  0.05
37 C 5.637 7.680 -4.497  -0.15
38 O 7.060 7.627 -4.382  -0.17
39 H 5.290 8.474 -5.168  0.07
40 H 5.345 6.744 -4.986  0.08
41 H 5.232 7.784 -3.495  0.08
42 H 7.400 7.353 -5.268  0.02
43 C 7.345 14.058 -9.843  -0.14
44 O 6.450 14.697 -8.951  -0.13
45 H 6.910 13.200 -10.362  0.08
46 H 7.740 14.673 -10.657  0.08
47 H 8.175 13.741 -9.212  0.07
48 H 5.533 14.625 -9.221  0.07
49 C 7.555 11.352 -3.201  -0.17
50 O 6.947 10.091 -2.926  -0.13
51 H 8.582 11.275 -3.556  0.07
52 H 6.977 11.824 -4.007  0.04
53 H 7.358 11.996 -2.348  0.09
54 H 7.259 9.453 -3.589  0.03
55 C 8.130 10.337 -6.664  -0.09
56 O 7.978 11.319 -7.718  -0.18
57 H 8.195 10.783 -5.676  0.07
58 H 7.303 9.622 -6.716  0.08
59 H 8.998 9.750 -6.967  0.08
60 H 7.186 11.800 -7.405  0.05
61 C 4.644 12.038 -6.327  -0.09
62 O 5.505 12.478 -7.393  -0.15
63 H 5.273 11.581 -5.565  0.07
64 H 4.088 12.904 -5.967  0.09
65 H 3.929 11.278 -6.654  0.08
66 H 5.005 13.128 -7.884  0.07
67 O 9.948 11.075 -9.476  -0.08
68 H 9.359 11.238 -8.701  -0.01
69 H 9.351 10.828 -10.187  0.03
70 O 8.305 7.132 -6.646  -0.03
71 H 8.709 6.271 -6.802  0.08
72 H 8.439 7.611 -7.475  0.03
73 O 7.195 8.830 -9.245  -0.04
74 H 7.392 9.632 -8.739  -0.01
75 H 6.425 9.055 -9.775  0.05

Output
ΔE to the lowest compared entry with this formula, charge and spin (eV): 0.000
Spin multiplicity: 1
Max |F| (eV/Å): 2.31
LUMO level (Ha): -0.0005



No. 2
The following is a DFT calculation (ωB97M-V/def2-TZVPD) of a 2-piece molecular cluster, C5H10O overall at a distorted geometry.

Last column: Löwdin charge in e.
CARTESIAN COORDINATES (ANGSTROEM)
1 C -1.871 -0.511 -0.133  -0.06
2 C -0.747 0.378 0.403  -0.26
3 C 0.392 -0.327 1.205  -0.12
4 C 1.300 -0.379 -0.048  -0.14
5 C 0.185 0.349 -0.807  -0.50
6 O -0.078 0.405 -1.981  0.08
7 H -2.357 0.025 -0.955  0.09
8 H -1.408 -1.398 -0.585  0.09
9 H -2.607 -0.822 0.608  0.08
10 H -1.128 1.324 0.819  0.15
11 H 0.804 0.291 2.014  0.11
12 H 0.138 -1.310 1.601  0.10
13 H 2.279 0.094 0.064  0.07
14 H 1.457 -1.315 -0.581  0.12
15 H 1.931 1.543 -0.455  0.08
16 H 1.696 1.665 -1.162  0.11

Output
ΔE to the lowest compared entry with this formula, charge and spin (eV): 2.885
Spin multiplicity: 1
Max |F| (eV/Å): 1.78
LUMO level (Ha): 0.0348



No. 3
The following is a DFT calculation (ωB97M-V/def2-TZVPD) of a 9-piece molecular cluster, H18O9 overall at a distorted geometry.

Last column: Löwdin charge in e.
CARTESIAN COORDINATES (ANGSTROEM)
1 O -0.373 0.362 -0.345  -0.08
2 H 0.231 0.114 0.363  -0.01
3 H -0.288 1.321 -0.401  0.02
4 O -4.672 -0.330 1.906  -0.06
5 H -5.215 -0.059 2.655  0.03
6 H -3.783 -0.043 2.144  0.03
7 O -1.429 -2.663 2.901  -0.06
8 H -1.712 -3.329 3.537  0.03
9 H -2.212 -2.506 2.361  0.02
10 O 3.321 1.198 -1.590  -0.04
11 H 3.451 1.937 -2.194  0.06
12 H 4.119 0.667 -1.692  0.05
13 O -3.307 2.144 -3.726  -0.06
14 H -3.671 1.751 -2.925  0.03
15 H -3.318 1.424 -4.366  0.03
16 O 2.710 -1.553 -3.117  -0.05
17 H 2.489 -2.327 -2.588  0.03
18 H 3.671 -1.506 -3.075  0.03
19 O 2.028 0.007 0.450  -0.07
20 H 2.141 0.597 -0.304  0.01
21 H 2.281 -0.859 0.110  0.04
22 O 2.222 -3.302 2.348  -0.05
23 H 2.342 -2.919 1.471  0.02
24 H 2.732 -4.119 2.318  0.03
25 O -0.658 4.340 1.110  -0.06
26 H -0.668 4.598 2.039  0.03
27 H -1.318 3.640 1.054  0.03

Output
ΔE to the lowest compared entry with this formula, charge and spin (eV): 3.264
Spin multiplicity: 1
Max |F| (eV/Å): 1.08
LUMO level (Ha): 0.0013



No. 4
The following is a DFT calculation (ωB97M-V/def2-TZVPD) of one molecule with the formula C19H27NO at a distorted geometry.

Last column: Löwdin charge in e.
CARTESIAN COORDINATES (ANGSTROEM)
1 C 4.630 -3.280 4.395  -0.10
2 N 3.982 -2.041 4.656  -0.27
3 C 4.622 -1.214 5.662  -0.07
4 C 3.120 -1.657 3.694  -0.09
5 C 2.560 -1.040 2.874  -0.04
6 C 1.738 -0.459 1.832  -0.21
7 C 0.750 0.613 2.405  -0.19
8 C -0.106 1.305 1.310  -0.22
9 C -1.565 1.089 1.671  -0.23
10 C -2.496 1.767 0.655  -0.22
11 C -2.484 1.022 -0.666  -0.23
12 C -3.619 1.463 -1.520  -0.22
13 C -4.011 0.421 -2.551  -0.12
14 C -2.835 -0.493 -3.013  -0.34
15 O -2.710 -1.532 -2.408  0.08
16 C -1.740 -0.050 -3.957  -0.14
17 C -1.804 0.958 -4.929  -0.01
18 C -0.809 1.037 -5.937  -0.08
19 C 0.427 0.450 -5.831  -0.07
20 C 0.494 -0.506 -4.829  -0.08
21 C -0.535 -0.809 -3.898  0.00
22 H 5.397 -3.609 5.150  0.10
23 H 5.257 -3.091 3.563  0.06
24 H 3.832 -4.036 4.111  0.11
25 H 5.483 -1.608 6.226  0.08
26 H 3.836 -0.864 6.360  0.09
27 H 5.060 -0.357 5.120  0.08
28 H 1.306 -1.307 1.231  0.14
29 H 2.472 0.001 1.203  0.10
30 H 0.028 0.137 3.045  0.08
31 H 1.248 1.227 3.201  0.13
32 H 0.136 2.327 1.093  0.10
33 H 0.149 0.774 0.417  0.09
34 H -1.791 1.520 2.634  0.11
35 H -1.619 -0.019 1.610  0.13
36 H -3.471 1.744 1.101  0.09
37 H -2.159 2.882 0.576  0.15
38 H -1.513 1.271 -1.113  0.12
39 H -2.467 -0.069 -0.517  0.12
40 H -4.507 1.855 -0.997  0.12
41 H -3.326 2.368 -2.072  0.12
42 H -4.612 0.838 -3.361  0.10
43 H -4.799 -0.199 -2.067  0.12
44 H -2.715 1.420 -5.185  0.09
45 H -1.073 1.656 -6.760  0.09
46 H 1.101 0.474 -6.581  0.07
47 H 1.456 -0.785 -4.470  0.09
48 H -0.319 -1.593 -3.132  0.13

Output
ΔE to the lowest compared entry with this formula, charge and spin (eV): 5.769
Spin multiplicity: 1
Max |F| (eV/Å): 5.16
LUMO level (Ha): 0.0065